Entry 1
The following is a DFT calculation (ωB97M-V/def2-TZVPD) of a 2-piece molecular cluster, C4H10O3S overall.

E_LUMO: 0.62 eV
Spin multiplicity: 1
Charge: 0
HOMO-LUMO gap: 9.03 eV
Structure (SMILES): C[C@@H](O)SO.C=CO
E_HOMO: -0.3092 hartree

CARTESIAN COORDINATES (ANGSTROEM)
C  0.7204  -1.6984  -2.4572
C  0.7977  -1.6944  -1.0100
O  1.7005  -0.7707  -0.5475
S  -0.8144  -1.2556  -0.2040
O  -1.3041  -0.1828  -1.4114
H  0.3650  -2.6864  -2.8817
H  0.0764  -0.8641  -2.8048
H  1.6558  -1.4629  -2.8665
H  1.2365  -2.5663  -0.4494
H  1.6093  -0.0295  -1.0843
H  -1.3393  0.6942  -1.0703
C  -0.9176  2.0164  3.1095
C  -1.0009  1.6465  1.8688
O  0.1752  1.3044  1.3128
H  -0.1707  1.8354  3.8438
H  -1.7520  2.6488  3.5337
H  -1.8540  1.8299  1.1266
H  0.8162  1.2352  1.9918

Entry 2
The following is a DFT calculation (ωB97M-V/def2-TZVPD) of a 2-piece molecular cluster, C4H10O3S overall.

E_LUMO: 0.74 eV
Spin multiplicity: 1
Charge: 0
HOMO-LUMO gap: 9.79 eV
Structure (SMILES): CSCCOC=O.O
E_HOMO: -0.3326 hartree

CARTESIAN COORDINATES (ANGSTROEM)
C  -0.7565  0.4489  3.0669
S  0.6441  -0.5891  2.5519
C  0.6522  -0.2257  0.8441
C  -0.1252  -1.1628  -0.0833
O  -0.2098  -0.6121  -1.3935
C  0.8327  -0.7397  -2.1915
O  0.9301  -0.4191  -3.3792
H  -0.5971  1.5403  3.0625
H  -0.9738  0.1293  4.0999
H  -1.6314  0.2186  2.4360
H  1.7424  -0.2533  0.6535
H  0.2988  0.8011  0.6290
H  0.2783  -2.1919  -0.1422
H  -1.1577  -1.2281  0.3104
H  1.6561  -1.2133  -1.6211
O  -0.4563  1.9980  -2.5896
H  0.1879  1.5545  -3.1868
H  -1.3149  1.9443  -3.0672

Relative energy of each structure, in hartree: entry 1 0.0909; entry 2 0.0000.

Entry 1
The following is a DFT calculation (ωB97M-V/def2-TZVPD) of a 2-piece molecular cluster, C2H4N2O2S overall.

E_LUMO: -0.76 eV
Spin multiplicity: 1
Charge: 0
HOMO-LUMO gap: 8.41 eV
Structure (SMILES): [O-][N+]1=CN1O.C=S
E_HOMO: -0.3371 hartree

CARTESIAN COORDINATES (ANGSTROEM)
O  0.8191  2.2861  -0.9395
N  0.9181  1.1073  -0.9176
C  1.3038  -0.0421  -0.6010
N  0.4073  -0.1110  -1.7590
O  -0.9149  -0.4569  -1.3155
H  1.8935  -0.6106  0.2045
H  -1.2953  -0.6602  -2.2213
C  -0.9663  -0.3839  1.8339
S  0.5540  -0.4302  2.4485
H  -1.4694  0.5298  1.8751
H  -1.2497  -1.2284  1.3920

Entry 2
The following is a DFT calculation (ωB97M-V/def2-TZVPD) of one molecule with the formula C2H4N2O2S.

E_LUMO: 0.32 eV
Spin multiplicity: 1
Charge: 0
HOMO-LUMO gap: 10.17 eV
Structure (SMILES): O=CSN/C=N\O
E_HOMO: -0.3622 hartree

CARTESIAN COORDINATES (ANGSTROEM)
O  -0.2872  -3.0217  1.4030
C  -0.4176  -1.8012  0.9670
S  -0.1182  -1.5544  -0.6092
N  -0.8086  0.0075  -0.6544
C  -0.0918  1.0842  -1.0327
N  0.7613  1.7574  -0.3246
O  1.1234  1.2682  0.9676
H  -0.5334  -0.8316  1.5461
H  -1.5019  -0.1421  -1.2537
H  -0.3356  1.5537  -2.0236
H  2.2096  1.6800  1.0144

Relative energy of each structure, in hartree: entry 1 0.1425; entry 2 0.0000.

Entry 1
The following is a DFT calculation (ωB97M-V/def2-TZVPD) of C25H34N7O2S3Sr as an isolated structure.

E_LUMO: 2.15 eV
Spin multiplicity: 1
Charge: -1
HOMO-LUMO gap: 4.34 eV
E_HOMO: -0.0804 hartree

CARTESIAN COORDINATES (ANGSTROEM)
Sr  -0.4547  -0.5320  -1.7335
O  -0.0610  0.4220  4.5172
C  0.0055  1.6260  3.9461
C  0.2902  2.7311  4.7568
C  0.3609  4.0042  4.2173
C  0.1604  4.2015  2.8505
C  -0.1090  3.1006  2.0475
C  -0.2019  1.8094  2.5633
C  -0.5194  0.6776  1.6161
O  -0.4522  0.9234  0.3563
N  -0.8617  -0.4520  2.1936
N  -1.1476  -1.4646  1.2583
C  -1.6790  -2.4876  1.7963
S  -2.0169  -2.4663  3.5449
C  -2.6284  -4.1636  3.6125
C  -3.2531  -4.4641  2.2654
S  -2.0477  -4.0034  0.9411
H  -0.4328  -0.1769  3.7865
H  0.4449  2.5575  5.8182
H  0.5657  4.8499  4.8673
H  0.2148  5.1952  2.4211
H  -0.2504  3.2188  0.9811
H  -3.3360  -4.2074  4.4450
H  -1.7902  -4.8392  3.8080
H  -4.1831  -3.9012  2.1291
H  -3.4428  -5.5366  2.1268
S  0.1166  -3.0975  -1.0765
C  -2.1612  0.3142  -3.0829
N  -1.7004  1.0504  -1.9193
C  -2.7186  2.0143  -1.4043
N  -3.0452  2.9859  -2.4727
C  -3.5367  2.2147  -3.6487
N  -2.5417  1.2203  -4.1963
C  -1.2967  1.9761  -4.5551
N  -0.7240  2.7246  -3.3931
C  -0.4703  1.7117  -2.3342
C  -1.7779  3.6623  -2.8672
H  -3.0071  -0.3424  -2.8223
H  -1.3268  -0.2684  -3.4940
H  -2.3146  2.5212  -0.5414
H  -3.6151  1.4842  -1.1180
H  -3.7875  2.9096  -4.4424
H  -4.4346  1.6831  -3.3577
H  -1.4953  2.6482  -5.3838
H  -0.5571  1.2625  -4.8851
H  0.0267  2.1628  -1.4693
H  0.1908  0.9757  -2.8223
H  -1.9982  4.3989  -3.6299
H  -1.3815  4.1707  -1.9996
C  2.9461  -3.5165  0.1161
N  2.5511  -2.5253  1.2031
C  1.3080  -3.0118  1.9373
C  2.2867  -1.0965  0.6919
C  3.0932  -0.6878  -0.5174
C  4.4579  -0.4170  -0.3790
C  5.2287  -0.0835  -1.4931
C  4.5896  -0.0065  -2.7351
C  3.2109  -0.2382  -2.8219
C  2.3922  -0.6081  -1.7215
H  3.0562  -4.4974  0.5953
H  3.8774  -3.1980  -0.3431
H  2.1305  -3.5339  -0.6121
H  3.3133  -2.4705  1.8535
H  0.5607  -3.2297  1.1683
H  0.9467  -2.2145  2.5940
H  1.5645  -3.9017  2.5157
H  2.4626  -0.4456  1.5521
H  1.2567  -1.1046  0.4137
H  4.9325  -0.4574  0.6094
H  6.2906  0.1245  -1.3952
H  5.1654  0.2510  -3.6252
H  2.7601  -0.1365  -3.8236

Entry 2
The following is a DFT calculation (ωB97M-V/def2-TZVPD) of C25H34N7O2S3Sr as an isolated structure.

E_LUMO: 1.94 eV
Spin multiplicity: 1
Charge: -1
HOMO-LUMO gap: 6.25 eV
E_HOMO: -0.1582 hartree

CARTESIAN COORDINATES (ANGSTROEM)
Sr  -0.2965  -0.1406  0.6865
O  3.8864  3.8160  0.0524
C  4.3866  2.7300  -0.5599
C  5.7629  2.6896  -0.7938
C  6.3330  1.6093  -1.4390
C  5.5459  0.5415  -1.8608
C  4.1855  0.5707  -1.6097
C  3.5849  1.6475  -0.9609
C  2.1099  1.5815  -0.7158
O  1.5314  0.4710  -0.8607
N  1.5491  2.7398  -0.3918
N  0.1708  2.6783  -0.2084
C  -0.3195  3.8477  -0.2360
S  0.6367  5.2965  -0.5718
C  -0.7312  6.4546  -0.2915
C  -2.0236  5.7739  -0.7017
S  -2.0356  4.1512  0.0923
H  2.8984  3.6840  0.0834
H  6.3609  3.5275  -0.4585
H  7.4026  1.5988  -1.6146
H  5.9900  -0.3058  -2.3671
H  3.5459  -0.2542  -1.8945
H  -0.5426  7.3428  -0.8951
H  -0.7677  6.7399  0.7599
H  -2.0717  5.6555  -1.7843
H  -2.9024  6.3185  -0.3565
S  0.8007  0.0976  3.2207
C  -3.5728  -0.3624  -1.7072
N  -2.8865  -0.3155  -0.4242
C  -3.2988  -1.4707  0.4095
N  -4.7357  -1.4961  0.6587
C  -5.3863  -1.5223  -0.6661
N  -5.0271  -0.3669  -1.5057
C  -5.3994  0.8562  -0.7795
N  -4.7448  0.9591  0.5350
C  -3.3061  0.9108  0.2881
C  -5.1143  -0.2329  1.3203
H  -3.2569  -1.2660  -2.2307
H  -3.2721  0.5111  -2.2881
H  -2.7681  -1.3809  1.3694
H  -2.9802  -2.4054  -0.0585
H  -6.4696  -1.5194  -0.5329
H  -5.0977  -2.4414  -1.1773
H  -6.4823  0.8533  -0.6407
H  -5.1235  1.7267  -1.3762
H  -2.7868  0.9382  1.2595
H  -3.0055  1.7880  -0.2943
H  -6.1945  -0.2282  1.4746
H  -4.6172  -0.1817  2.2902
C  3.5088  -2.2253  3.1383
N  2.6678  -2.2339  1.9593
C  3.4292  -1.8963  0.7653
C  1.9366  -3.4869  1.8819
C  1.1134  -3.7214  0.6296
C  1.0016  -5.0480  0.2218
C  0.1741  -5.4158  -0.8319
C  -0.5171  -4.4212  -1.4961
C  -0.3450  -3.0940  -1.0956
C  0.4552  -2.6552  -0.0305
H  4.0326  -1.2724  3.2107
H  4.2501  -3.0451  3.1252
H  2.8883  -2.3293  4.0314
H  1.5762  -0.8579  2.4932
H  4.1640  -2.6782  0.5034
H  3.9667  -0.9657  0.9496
H  2.7608  -1.7450  -0.0798
H  1.2558  -3.4994  2.7419
H  2.6331  -4.3352  2.0287
H  1.5675  -5.8130  0.7479
H  0.0814  -6.4546  -1.1284
H  -1.1753  -4.6710  -2.3238
H  -0.8903  -2.3518  -1.6889

Relative energy of each structure, in hartree: entry 1 0.2543; entry 2 0.0000.

Entry 1
The following is a DFT calculation (ωB97M-V/def2-TZVPD) of C2H10NO as an isolated structure.

E_LUMO (spin up / spin down): -11.30 / -16.89 eV
Spin multiplicity: 2
Charge: +2
HOMO-LUMO gap (spin up / spin down): 9.69 / 3.51 eV
E_HOMO (spin up / spin down): -0.7713 / -0.7494 hartree

CARTESIAN COORDINATES (ANGSTROEM)
C  -0.1324  0.2157  -2.5749
N  -0.5859  1.0249  -1.4811
C  1.5288  -1.0789  2.9149
H  -1.0061  -0.2650  -3.0755
H  0.4553  -0.6810  -2.1172
H  0.4678  0.7655  -3.2920
H  0.6937  -0.7891  2.2652
H  -1.7125  0.1675  1.0740
H  2.4112  -1.2149  2.3286
H  1.6824  -0.5025  3.8211
H  1.2429  -2.1008  3.1336
H  -1.5261  1.4214  -1.6682
H  -0.6697  0.4738  -0.4031
O  -0.7895  0.0912  0.7827

Entry 2
The following is a DFT calculation (ωB97M-V/def2-TZVPD) of a 3-piece molecular cluster, C2H10NO overall.

E_LUMO (spin up / spin down): -11.94 / -16.41 eV
Spin multiplicity: 2
Charge: +2
HOMO-LUMO gap (spin up / spin down): 9.88 / 4.46 eV
E_HOMO (spin up / spin down): -0.8020 / -0.7668 hartree

CARTESIAN COORDINATES (ANGSTROEM)
C  0.3529  1.9512  -0.9097
N  0.7784  0.5907  -0.8888
C  -1.2810  -2.1624  0.3575
H  1.1219  2.6839  -0.6366
H  -0.4837  2.1693  -0.2481
H  0.1128  2.2868  -1.9470
H  -1.2237  -2.1685  -0.7413
H  0.6953  0.2735  0.2519
H  -0.6067  -1.3252  0.7262
H  -2.2404  -2.0785  0.9255
H  -1.0170  -3.2340  0.7150
H  1.7292  0.4977  -1.2670
H  1.4109  0.4689  2.0666
O  0.6511  0.0467  1.5958

Relative energy of each structure, in hartree: entry 1 0.0119; entry 2 0.0000.

Entry 1
The following is a DFT calculation (ωB97M-V/def2-TZVPD) of a 3-piece molecular cluster, C2H10O2S overall.

E_LUMO: 0.65 eV
Spin multiplicity: 1
Charge: 0
HOMO-LUMO gap: 9.86 eV
Structure (SMILES): CSC.O.O
E_HOMO: -0.3386 hartree

CARTESIAN COORDINATES (ANGSTROEM)
C  -0.7585  -1.0866  -1.0725
S  -1.0896  0.6862  -0.6745
C  -1.8990  0.4130  0.9104
H  -0.4232  -1.5677  -0.1152
H  -0.0490  -0.9387  -1.8850
H  -1.6242  -1.6496  -1.3864
H  -2.0384  1.4347  1.3344
H  -2.8243  -0.0994  0.6768
H  -1.3030  -0.0273  1.7266
O  2.0381  1.6757  0.4357
H  1.0662  1.6947  0.5015
H  2.3085  1.7308  -0.4703
O  2.3819  -1.1068  -0.1178
H  1.4689  -0.7747  -0.2353
H  2.7457  -0.3845  0.3716

Entry 2
The following is a DFT calculation (ωB97M-V/def2-TZVPD) of a 3-piece molecular cluster, C2H10O2S overall.

E_LUMO: 0.61 eV
Spin multiplicity: 1
Charge: 0
HOMO-LUMO gap: 10.04 eV
Structure (SMILES): CCS.O.O
E_HOMO: -0.3466 hartree

CARTESIAN COORDINATES (ANGSTROEM)
C  1.0459  2.7491  -1.1373
C  0.0468  2.0008  -0.2483
S  0.1534  0.1952  -0.4285
H  1.0847  2.2687  -2.1194
H  2.0692  2.6643  -0.7560
H  0.7301  3.7778  -1.2879
H  0.1687  2.2153  0.8045
H  -0.9534  2.2689  -0.5693
H  -0.8858  -0.0060  -1.2439
O  -2.2736  -3.3169  0.5452
H  -2.0573  -2.3731  0.6099
H  -1.5520  -3.7158  1.0474
O  0.5917  -3.2237  1.6369
H  0.9053  -2.6385  2.3369
H  0.9264  -2.8661  0.8099

Entry 3
The following is a DFT calculation (ωB97M-V/def2-TZVPD) of a 3-piece molecular cluster, C2H10O2S overall.

E_LUMO: 0.40 eV
Spin multiplicity: 1
Charge: 0
HOMO-LUMO gap: 9.37 eV
Structure (SMILES): CCS.O.O
E_HOMO: -0.3297 hartree

CARTESIAN COORDINATES (ANGSTROEM)
C  -0.4923  0.8038  -2.1295
C  0.9714  0.8609  -1.6830
S  1.5804  -0.7857  -1.1002
H  -1.0896  0.6436  -1.2295
H  -0.7616  0.1634  -2.9646
H  -0.8345  1.7954  -2.4992
H  1.7616  1.1594  -2.3675
H  1.0392  1.5859  -0.8711
H  1.0726  -1.1276  0.1375
O  0.3447  0.0732  2.9564
H  1.0254  -0.5499  2.6691
H  0.5533  0.1443  3.8793
O  -1.7465  -1.8302  1.4140
H  -2.3259  -1.7940  2.1838
H  -1.0984  -1.1426  1.6044

Relative energy of each structure, in hartree: entry 1 0.0110; entry 2 0.0000; entry 3 0.0136.